The following is a quantum chemistry calculation of one molecule with the formula C18H22N2O5S2 at a distorted geometry, from the Open Molecules 2025 dataset.

Last column: Löwdin charge in e.
Geometry (Å):
S  -3.440  2.288  -0.198  0.676
S  3.508  1.859  -0.416  0.658
O  -3.376  2.937  -1.470  -0.273
O  3.777  2.126  -1.801  -0.289
O  -4.611  2.445  0.609  -0.283
O  4.385  2.404  0.579  -0.292
O  0.708  -0.788  -0.212  -0.105
N  -2.193  2.865  0.790  -0.043
N  3.498  0.206  -0.131  -0.121
C  2.944  -0.639  -1.161  -0.174
C  2.275  -2.378  0.599  -0.121
C  1.743  -1.545  1.762  -0.145
C  0.448  -1.007  1.163  -0.184
C  -3.371  -0.296  0.662  -0.050
C  -3.047  -1.637  0.561  -0.039
C  0.918  2.434  -1.091  -0.035
C  -3.041  0.557  -0.371  -0.277
C  -2.066  -1.242  -1.591  -0.026
C  -0.850  2.692  0.514  -0.282
C  -2.397  0.097  -1.502  -0.046
C  1.817  2.265  -0.056  -0.285
C  1.413  2.350  1.261  -0.058
C  -2.385  -2.123  -0.562  -0.281
C  0.079  2.563  1.551  -0.018
C  1.831  -1.559  -0.622  -0.313
C  -2.023  -3.571  -0.679  -0.037
C  -0.414  2.656  -0.811  -0.009
H  2.513  0.019  -1.916  0.113
H  -0.361  -1.745  1.265  0.111
H  1.574  -2.128  2.665  0.114
H  -0.255  2.628  2.577  0.119
H  -0.975  -3.677  -0.952  0.076
H  -3.310  -2.313  1.362  0.116
H  -1.557  -1.611  -2.468  0.123
H  -1.132  2.819  -1.597  0.098
H  0.120  -0.063  1.599  0.106
H  4.363  -0.103  0.280  0.115
H  -3.895  0.096  1.520  0.115
H  1.281  2.402  -2.106  0.119
H  -2.456  2.888  1.762  0.121
H  3.353  -2.511  0.627  0.113
H  2.424  -0.722  1.975  0.099
H  1.516  -2.208  -1.452  0.143
H  -2.177  0.784  -2.302  0.113
H  -2.618  -4.043  -1.460  0.088
H  2.150  2.246  2.041  0.122
H  3.713  -1.255  -1.640  0.132
H  -2.201  -4.099  0.254  0.079
H  1.799  -3.360  0.589  0.114

Its energy above the lowest of the compared OMol25 structures with the same formula, charge and spin is 16.80 kcal per mole. Its SMILES is Cc1ccc(S(=O)(=O)Nc2ccc(S(=O)(=O)NC[C@H]3CCCO3)cc2)cc1. The LUMO energy comes out at 0.372 eV. For the total energy, the calculation gives -53910.6128 eV. For the HOMO-LUMO gap, the calculation gives 0.34311 Ha.